(1)
{"formula": "C4H8B4F16ORb", "method": "ωB97M-V with the def2-TZVPD basis set", "symbols": ["Rb", "B", "F", "F", "F", "F", "B", "F", "F", "F", "F", "B", "F", "F", "F", "F", "B", "F", "F", "F", "F", "C", "C", "C", "O", "C", "H", "H", "H", "H", "H", "H", "H", "H"], "positions_angstrom": [[0.273, 0.257, -0.810], [1.154, 2.930, -0.938], [1.521, 3.626, -2.077], [1.106, 3.645, 0.189], [-0.131, 2.452, -1.171], [1.918, 1.834, -0.753], [-0.025, 0.418, -3.324], [0.221, 0.600, -4.708], [0.189, -0.858, -2.886], [0.734, 1.328, -2.619], [-1.319, 0.850, -3.107], [-2.089, 0.150, -0.282], [-1.702, -1.016, -0.947], [-1.780, 0.146, 1.055], [-1.555, 1.267, -0.892], [-3.449, 0.225, -0.429], [-0.508, 2.118, 1.455], [0.387, 3.056, 2.025], [-1.220, 1.586, 2.500], [-1.442, 2.675, 0.633], [0.166, 1.139, 0.872], [0.707, -3.290, 1.276], [0.388, -2.132, 2.302], [0.926, -0.981, 1.567], [0.928, -1.276, 0.147], [0.346, -2.551, -0.061], [0.081, -4.170, 1.424], [1.764, -3.526, 1.156], [0.917, -2.299, 3.240], [-0.642, -2.017, 2.639], [1.870, -0.599, 1.956], [0.244, -0.160, 1.789], [0.754, -2.934, -0.997], [-0.730, -2.494, -0.224]], "forces_ev_per_a": [[1.9, -0.8, -11.6], [-2.6, 0.2, -1.4], [1.3, 1.5, -0.8], [1.7, 2.8, -0.2], [1.6, 6.1, -0.3], [4.7, -0.1, 0.8], [-0.9, 2.8, -1.3], [0.5, -0.7, -0.9], [0.4, -2.4, -2.0], [2.9, -0.1, -6.2], [-1.3, -0.9, -1.2], [-2.1, 1.7, -0.8], [-1.3, -1.9, -0.3], [-1.2, -2.8, -0.1], [-7.7, -1.8, 0.0], [-2.6, -0.2, 0.1], [-1.4, 3.2, 1.7], [-0.5, -0.2, 2.2], [-0.5, 0.0, 3.6], [-0.7, 2.5, 1.6], [1.8, 5.8, 8.1], [-1.6, 0.7, -0.9], [1.2, -2.7, 0.3], [-0.6, 1.0, 1.0], [4.6, -10.5, 7.5], [0.4, -0.9, 1.2], [0.2, -0.3, 0.1], [0.1, -0.1, 0.7], [0.4, -0.1, 0.2], [-0.3, -0.2, -0.8], [0.6, -0.4, -0.6], [0.4, -0.9, -0.2], [0.4, -0.3, 0.1], [0.0, 0.2, 0.3]], "charge": -3, "multiplicity": 1, "gap_ev": 4.6}

=====

(2)
{"formula": "C19H18BrN3O3", "method": "ωB97M-V with the def2-TZVPD basis set", "symbols": ["O", "C", "N", "C", "C", "C", "C", "C", "C", "N", "C", "H", "H", "H", "H", "H", "C", "O", "N", "C", "H", "C", "O", "C", "C", "H", "H", "H", "H", "H", "H", "H", "H", "C", "C", "C", "C", "C", "C", "H", "H", "H", "Br", "H"], "positions_angstrom": [[-0.623, 1.598, -0.810], [-0.518, 0.629, -0.084], [0.679, 0.021, 0.159], [1.872, 0.434, -0.462], [2.009, 0.563, -1.783], [0.981, 0.231, -2.765], [0.728, 1.071, -3.847], [-0.277, 0.742, -4.737], [-0.996, -0.423, -4.519], [-0.744, -1.250, -3.518], [0.216, -0.934, -2.673], [0.404, -1.656, -1.889], [-1.805, -0.718, -5.175], [-0.503, 1.378, -5.579], [1.300, 1.980, -3.970], [2.931, 0.975, -2.170], [2.997, 0.740, 0.497], [3.738, -0.131, 0.912], [3.078, 2.029, 0.883], [2.256, 3.118, 0.402], [1.451, 2.753, -0.237], [3.146, 4.106, -0.363], [4.207, 4.562, 0.442], [5.010, 3.493, 0.891], [4.189, 2.482, 1.697], [4.792, 1.615, 1.967], [3.798, 2.960, 2.601], [5.792, 3.937, 1.508], [5.471, 2.983, 0.031], [2.577, 4.991, -0.653], [3.542, 3.615, -1.266], [1.823, 3.630, 1.269], [0.773, -0.605, 0.946], [-1.682, 0.027, 0.623], [-1.739, -1.330, 0.925], [-2.868, -1.831, 1.548], [-3.937, -1.014, 1.879], [-3.876, 0.332, 1.564], [-2.760, 0.851, 0.933], [-2.703, 1.895, 0.668], [-4.708, 0.975, 1.809], [-4.805, -1.430, 2.367], [-2.950, -3.689, 1.960], [-0.936, -1.999, 0.654]], "forces_ev_per_a": [[-0.1, 0.0, 0.1], [-0.1, 0.3, 0.1], [0.4, -0.2, 0.2], [0.3, -0.1, -0.5], [0.0, -0.1, 0.5], [-0.3, -0.1, -0.4], [0.0, -0.2, 0.2], [0.0, 0.0, 0.0], [0.0, 0.2, -0.2], [-0.3, -0.4, 0.0], [0.4, 0.2, 0.1], [0.1, 0.0, 0.1], [0.0, 0.1, -0.1], [0.0, 0.0, -0.1], [0.1, 0.1, 0.0], [0.1, 0.1, 0.1], [-0.2, 0.1, -0.1], [0.1, -0.3, 0.0], [0.1, 0.2, 0.1], [0.0, 0.4, -0.3], [0.0, 0.0, 0.1], [-0.4, -0.1, 0.1], [0.0, 0.2, 0.0], [0.0, -0.2, 0.3], [0.4, 0.0, 0.0], [-0.1, 0.1, 0.0], [0.0, 0.0, 0.0], [0.0, -0.1, 0.0], [0.0, 0.0, 0.1], [0.0, -0.1, 0.0], [0.0, 0.0, 0.0], [0.0, 0.0, -0.1], [-0.1, 0.1, 0.0], [-0.4, 0.0, 0.1], [0.0, 0.1, 0.0], [-0.1, -0.2, 0.1], [0.1, -0.2, 0.0], [0.1, 0.0, 0.0], [0.1, 0.0, -0.1], [0.0, 0.1, 0.0], [-0.1, 0.1, 0.0], [0.0, 0.0, 0.0], [0.0, 0.2, -0.1], [0.1, -0.1, 0.0]], "de_lowest_kcal_mol": 1.5, "smiles": "O=C(N/C(=C\\c1cccnc1)C(=O)N1CCOCC1)c1cccc(Br)c1", "multiplicity": 1, "gap_ev": 9.0}

=====

(3)
{"formula": "C7H6", "method": "ωB97M-V with the def2-TZVPD basis set", "symbols": ["C", "C", "C", "C", "C", "C", "C", "H", "H", "H", "H", "H", "H"], "positions_angstrom": [[3.043, -0.295, -0.080], [-3.022, -0.982, 0.128], [1.936, -0.833, -0.245], [-1.935, -0.395, -0.039], [0.716, -1.205, -0.465], [-0.697, 0.068, 0.053], [-0.158, 1.485, 0.264], [4.014, 0.190, 0.295], [-3.974, -1.325, -0.152], [0.167, -1.993, -0.863], [-0.754, 2.047, 1.087], [-0.152, 2.010, -0.659], [0.815, 1.228, 0.675]], "forces_ev_per_a": [[1.3, 0.7, 1.0], [1.6, 1.1, -0.6], [3.4, 1.3, 0.3], [-2.1, -1.5, 0.7], [-5.8, 3.3, 1.4], [4.5, -0.7, -1.4], [-1.5, -1.8, 2.5], [-2.2, -1.2, -1.0], [-0.7, -0.3, 0.0], [-0.1, -1.4, -0.6], [0.9, -0.9, -1.5], [0.3, 0.6, -0.7], [0.5, 0.9, -0.2]], "de_lowest_kcal_mol": 131.2, "multiplicity": 1, "gap_ev": [7.9, 7.4]}

=====

(4)
{"formula": "C12H33ClN3O3P2Si", "method": "ωB97M-V with the def2-TZVPD basis set", "symbols": ["C", "C", "P", "C", "N", "C", "C", "O", "Si", "C", "C", "C", "C", "C", "C", "Cl", "P", "N", "H", "H", "H", "H", "H", "H", "H", "H", "H", "H", "H", "H", "H", "H", "H", "H", "H", "H", "H", "H", "H", "H", "H", "H", "H", "H", "H", "H", "H", "H", "C", "N", "O", "O", "H", "H", "H"], "positions_angstrom": [[4.123, -0.391, 0.830], [2.686, 0.138, 0.712], [2.228, 0.338, -1.058], [2.648, 2.089, -1.439], [0.356, 0.340, -1.049], [-0.100, 1.310, 0.019], [-1.585, 1.616, 0.059], [-2.232, 0.608, 0.819], [-3.873, 0.326, 0.464], [-4.241, -1.358, 1.221], [-4.242, 0.241, -1.370], [-4.918, 1.603, 1.347], [-0.201, 0.676, -2.398], [0.561, 0.208, -3.629], [0.749, -1.279, -3.772], [-0.499, 0.739, -4.984], [-0.126, -1.353, -0.504], [-1.319, -1.916, -1.310], [4.100, -1.370, 1.283], [4.650, 0.255, 1.514], [4.652, -0.420, -0.115], [1.975, -0.506, 1.218], [2.597, 1.094, 1.217], [1.798, 2.656, -1.798], [3.353, 2.022, -2.257], [3.144, 2.575, -0.608], [0.447, 2.242, -0.054], [0.151, 0.894, 0.985], [-1.678, 2.570, 0.576], [-2.029, 1.752, -0.925], [-4.567, -1.283, 2.250], [-3.301, -1.911, 1.238], [-4.924, -1.938, 0.613], [-3.663, -0.500, -1.903], [-4.082, 1.216, -1.825], [-5.301, 0.041, -1.492], [-4.511, 1.786, 2.335], [-4.944, 2.554, 0.819], [-5.932, 1.225, 1.393], [-0.243, 1.760, -2.426], [-1.223, 0.332, -2.485], [1.476, 0.754, -3.793], [-0.203, -1.792, -3.805], [1.328, -1.680, -2.948], [1.307, -1.477, -4.678], [1.060, -2.055, -0.746], [-0.336, -1.278, 0.880], [-2.124, -2.127, -0.730], [3.465, -2.143, 4.654], [4.351, -0.949, 4.560], [3.946, 0.023, 3.939], [5.423, -1.023, 5.116], [2.546, -1.934, 4.119], [4.000, -2.980, 4.214], [3.273, -2.324, 5.707]], "forces_ev_per_a": [[-0.3, 0.3, 0.2], [-0.5, 0.6, -0.1], [0.8, -0.6, -0.7], [-0.1, -0.5, 0.0], [0.7, 0.0, 1.4], [-0.7, 0.4, -0.1], [0.1, -0.1, 0.7], [-0.3, 0.0, -1.0], [-0.7, -0.7, 0.7], [0.9, 0.4, -0.3], [0.3, 0.7, 0.5], [0.6, 0.0, -0.8], [0.0, 0.7, -0.3], [-0.6, -0.3, -0.3], [0.2, -0.1, 0.1], [0.0, 0.2, 0.0], [-1.5, -1.2, -0.6], [0.4, 0.1, 0.3], [0.2, -0.4, -0.1], [0.3, 0.1, 0.1], [0.1, -0.1, -0.2], [-0.1, -0.3, 0.1], [0.0, 0.2, 0.1], [-0.1, 0.2, 0.1], [0.2, 0.1, -0.2], [-0.1, 0.2, 0.2], [0.2, 0.1, -0.5], [0.1, -0.2, 0.2], [0.0, 0.2, 0.1], [0.0, -0.1, -0.2], [-0.3, -0.1, 0.2], [0.1, -0.2, 0.1], [-0.4, 0.0, 0.0], [0.1, -0.2, -0.1], [0.1, 0.1, -0.3], [-0.2, -0.2, 0.0], [-0.1, -0.1, 0.3], [0.0, 0.2, 0.0], [-0.3, 0.0, 0.2], [0.0, 0.2, 0.0], [-0.2, -0.4, 0.3], [0.4, 0.1, 0.2], [-0.2, -0.1, 0.0], [0.2, -0.1, 0.2], [0.0, -0.1, -0.2], [0.3, 0.4, 0.1], [0.5, 0.4, 0.0], [-0.2, 0.2, -0.2], [-0.1, 0.0, -0.1], [0.1, 0.2, 0.1], [0.0, -0.3, 0.1], [-0.2, 0.0, -0.1], [0.0, 0.1, 0.0], [0.1, 0.0, 0.1], [0.1, 0.0, 0.0]], "charge": 1, "multiplicity": 1, "gap_ev": 10.2}

=====

(5)
{"formula": "C21H29N3OS", "method": "ωB97M-V with the def2-TZVPD basis set", "symbols": ["C", "C", "C", "C", "N", "C", "C", "N", "C", "H", "C", "C", "C", "O", "H", "H", "H", "H", "H", "H", "H", "C", "C", "N", "C", "C", "S", "H", "C", "C", "C", "C", "C", "C", "H", "H", "H", "H", "H", "H", "H", "H", "H", "H", "H", "H", "H", "H", "C", "H", "H", "H", "H", "H", "H"], "positions_angstrom": [[1.925, -3.305, 4.632], [1.085, -2.068, 4.727], [1.320, -0.923, 4.095], [2.464, -0.586, 3.176], [2.135, -0.382, 1.774], [1.185, 0.674, 1.504], [1.257, 1.033, 0.022], [1.000, -0.150, -0.778], [1.995, -1.161, -0.489], [3.018, -0.790, -0.674], [1.871, -1.569, 0.985], [0.503, -2.238, 1.231], [0.520, -3.731, 0.911], [-0.693, -4.365, 1.250], [-1.411, -3.904, 0.802], [0.745, -3.893, -0.154], [1.286, -4.239, 1.502], [-0.248, -1.741, 0.612], [0.226, -2.118, 2.279], [2.665, -2.290, 1.215], [1.817, -2.029, -1.127], [0.869, 0.165, -2.186], [-0.454, 0.803, -2.417], [-0.722, 1.732, -3.251], [-2.039, 2.099, -3.235], [-2.788, 1.399, -2.328], [-1.831, 0.256, -1.476], [-3.831, 1.488, -2.104], [-2.494, 3.154, -4.131], [-3.832, 3.541, -4.199], [-4.225, 4.547, -5.060], [-3.293, 5.182, -5.866], [-1.962, 4.803, -5.807], [-1.564, 3.798, -4.948], [-0.531, 3.493, -4.892], [-1.232, 5.295, -6.433], [-3.605, 5.969, -6.537], [-5.264, 4.839, -5.105], [-4.569, 3.053, -3.579], [1.662, 0.832, -2.566], [0.912, -0.769, -2.757], [2.256, 1.449, -0.202], [0.506, 1.791, -0.212], [0.150, 0.395, 1.753], [1.460, 1.548, 2.100], [3.237, -1.355, 3.211], [2.913, 0.353, 3.524], [0.621, -0.107, 4.237], [-0.119, -2.230, 5.610], [-0.749, -3.038, 5.238], [0.188, -2.491, 6.623], [-0.709, -1.318, 5.651], [1.330, -4.115, 4.209], [2.805, -3.166, 4.014], [2.243, -3.615, 5.627]], "forces_ev_per_a": [[0.1, 0.2, -0.1], [-0.1, 0.0, 0.2], [0.2, 0.1, 0.0], [0.0, 0.0, 0.0], [0.1, 0.2, 0.0], [0.1, 0.1, -0.2], [-0.1, 0.2, 0.3], [0.1, 0.0, -0.2], [0.1, -0.3, 0.1], [0.0, -0.1, 0.0], [-0.1, -0.1, -0.3], [0.2, -0.3, 0.1], [0.2, 0.4, -0.1], [-0.4, -0.1, 0.1], [0.0, -0.1, 0.0], [0.1, 0.0, 0.1], [0.0, 0.1, -0.1], [-0.1, 0.0, 0.1], [-0.1, 0.0, -0.1], [0.0, 0.0, 0.0], [0.0, 0.0, 0.0], [0.3, -0.1, 0.0], [-0.6, -0.4, 0.6], [0.6, 0.3, -0.4], [-0.5, -0.6, 0.7], [0.3, -0.1, -0.1], [0.3, 0.4, -0.4], [-0.3, 0.1, 0.0], [-0.1, 0.4, -0.3], [0.2, 0.0, 0.0], [-0.1, 0.0, 0.0], [0.0, 0.1, -0.1], [0.0, 0.1, -0.1], [-0.1, -0.1, 0.1], [0.1, 0.0, 0.0], [0.1, 0.0, 0.0], [0.0, 0.1, -0.1], [-0.1, 0.0, 0.0], [-0.1, -0.1, 0.1], [-0.1, -0.1, 0.0], [0.1, 0.1, 0.0], [-0.1, 0.0, 0.0], [0.0, 0.0, 0.0], [0.0, 0.1, 0.0], [-0.1, 0.0, 0.0], [0.0, 0.1, 0.1], [0.0, -0.1, 0.0], [-0.2, 0.0, 0.1], [0.1, 0.1, -0.1], [-0.1, -0.1, 0.0], [0.0, -0.1, 0.1], [-0.1, 0.1, 0.0], [0.0, -0.1, 0.0], [0.1, -0.1, 0.0], [0.0, -0.1, 0.1]], "de_lowest_kcal_mol": 44.1, "smiles": "CC(C)=CCN1CCN(Cc2nc(-c3ccccc3)cs2)C[C@@H]1CCO", "multiplicity": 1, "gap_ev": 8.7}